[1]
Here is a 4-piece molecular cluster, C44H69N2O10S2 overall in a non-equilibrium geometry from the Open Molecules 2025 dataset. Energies are from ωB97M-V/def2-TZVPD.

Geometry as XYZ:
```
127
Properties=species:S:1:pos:R:3:forces:R:3:lowdin_charge:R:1
H 1.976826 -2.366230 8.075414 0.076 0.009 -0.062 0.112
C 0.219474 -3.326932 -5.381642 -1.108 -0.100 -0.739 -0.069
H 1.428010 -0.946864 8.933762 -0.006 0.131 -0.159 0.124
H -0.632948 -1.577883 -1.408165 -0.147 -0.139 -0.143 0.089
O 3.730903 3.039557 -6.363795 -0.298 -0.077 0.212 0.101
C 3.165511 -0.900003 6.186126 0.405 -0.095 0.034 -0.535
C -2.044614 2.815589 5.465825 -0.295 -0.102 0.103 -0.525
C -0.130953 1.355836 2.030679 0.904 0.129 0.702 -0.186
H 0.693763 -0.598870 4.645345 -0.288 0.052 -0.035 0.060
C 0.668489 0.191162 2.643816 -0.110 -0.212 0.335 -0.191
O -5.519062 2.691374 -2.254785 0.836 -0.736 1.227 0.145
H -2.244507 3.996813 -2.599223 -0.187 -0.211 0.054 0.078
C -2.593360 -2.972966 0.358041 1.081 0.666 0.576 -0.159
C 0.898921 -3.038945 -4.227641 -0.219 0.553 1.023 -0.051
C 2.809879 -4.111466 -5.123488 1.081 -0.477 -0.079 -0.012
H -1.272740 5.966632 5.254010 0.111 -0.157 0.060 0.125
C 4.764428 -1.770509 -2.008501 0.061 -1.443 0.825 -0.070
H 0.076690 2.252229 2.630493 -0.248 -0.203 -0.035 0.130
H -3.655761 -2.077279 -5.666431 0.284 0.132 -0.075 0.088
C -3.053408 -1.411550 -5.040440 -0.110 0.204 0.864 -0.054
N -3.038274 -2.474098 1.687191 -1.333 -0.667 0.427 0.137
H -3.606935 -0.470698 -4.926081 0.180 -0.108 -0.201 0.077
C 4.450522 5.018113 -5.287657 0.178 -0.142 0.509 0.014
H -1.411618 2.934733 -1.501304 -0.283 -0.072 0.009 0.063
H -3.592663 -3.074316 2.293216 0.082 0.283 0.150 0.194
O 2.547163 -0.509549 7.310877 -0.362 0.213 -0.111 0.005
H 3.978081 1.024887 -4.507301 -0.038 -0.636 0.182 0.106
O 2.207701 4.013148 -5.100165 -0.215 -0.456 0.068 -0.003
C -2.368512 3.075329 -2.020298 0.160 0.079 -0.145 -0.071
H -0.261837 -1.566742 3.559738 -0.300 0.284 0.058 0.063
H 0.268459 1.576358 1.028385 -0.447 -0.079 0.013 0.127
H 1.145700 -4.412908 0.667418 -0.025 -0.018 -0.323 0.046
H 4.390740 5.792983 -6.050759 -0.017 0.004 0.013 0.098
O -2.014615 -1.292311 -2.863923 0.027 -0.122 0.283 -0.136
C 2.209088 -3.449218 -4.077733 0.713 -0.745 -0.426 -0.299
C -2.090568 5.248734 5.213911 -0.261 0.220 0.034 -0.231
H -3.946073 -2.055698 -3.234509 0.335 0.050 0.238 0.103
H 3.225134 -2.054155 10.235476 -0.014 0.010 -0.009 0.084
H 0.894232 -6.109782 0.361864 0.153 0.116 -0.420 0.078
C 3.900865 -2.218814 6.166954 -0.399 -0.354 -0.122 0.015
C -4.031769 -1.202410 -0.678416 -0.391 0.223 -0.609 -0.069
H 0.662776 6.184575 -5.307062 -0.035 -0.031 0.065 0.085
H 4.981334 -2.563803 -1.291711 0.009 0.151 -0.141 0.121
H -0.911196 -0.000490 4.229309 0.125 -0.067 -0.153 0.052
H -1.200586 -4.930076 -1.094646 -0.200 0.120 0.250 0.086
C 4.199221 0.206681 -3.805979 0.115 0.864 -0.316 -0.062
C -1.205778 -3.618932 0.709593 -0.581 -0.807 -0.620 -0.148
H -3.600186 3.520380 4.094398 -0.097 0.081 0.152 0.072
H -4.167146 2.621988 5.522831 0.007 0.045 0.006 0.098
H 2.304787 6.754090 -5.072118 0.028 0.024 0.087 0.069
O -1.550175 1.171543 2.049682 0.328 0.349 -0.956 -0.161
C 5.509271 -0.624770 -1.991117 0.201 0.214 0.015 -0.075
H -1.592982 -3.002272 -1.845248 -0.124 0.177 0.292 0.117
C 3.471856 -0.968948 -3.799371 -1.145 0.069 -1.061 -0.015
H -4.808151 -0.096141 -2.428105 0.021 -0.070 0.279 0.136
H 2.606291 -4.917981 -7.104658 0.103 0.042 0.270 0.115
C -1.647278 -1.921359 -1.647173 -0.134 1.007 -0.491 -0.128
H -1.308972 -5.828177 0.426564 -0.318 0.374 0.014 0.112
H -3.224036 3.025094 -0.004056 -0.118 -0.086 -0.200 0.094
H 1.128313 6.917521 -3.760919 0.004 -0.013 -0.001 0.082
H 1.616531 0.598333 3.018163 -0.192 0.028 -0.166 0.109
H 0.974826 4.449351 -3.562559 0.032 -0.151 -0.116 0.113
C 0.805981 -4.018480 -6.422794 0.142 0.023 0.033 -0.064
H -4.490096 -2.056788 -1.195082 0.010 0.271 0.015 0.122
H 0.390564 -2.489939 -3.435527 0.162 -0.074 -0.106 0.105
C 3.464839 -1.439608 9.367369 0.153 0.029 -0.090 -0.062
H -2.640092 -3.108161 -3.730980 0.385 0.315 0.149 0.123
C 1.464422 6.271807 -4.573060 0.059 0.033 -0.132 -0.062
O 3.186527 -0.158754 5.239186 -0.177 0.041 -0.003 0.093
C -2.920728 -2.042130 -3.645831 -0.822 -0.246 -1.025 -0.284
C -3.257495 5.767437 6.028320 -0.082 -0.137 0.077 -0.061
H 0.967210 -0.565971 1.902312 -0.187 0.260 -0.006 0.073
H 2.675164 -1.063377 -4.534268 0.125 -0.077 0.141 0.121
H 3.843668 -4.444122 -5.051846 -0.154 0.162 0.227 0.133
C 5.223258 0.376347 -2.908054 0.712 0.429 0.458 -0.085
H -3.149791 0.970231 0.867101 0.259 0.206 -0.432 0.124
O -1.566238 4.033554 5.760172 0.411 -0.001 -0.045 0.007
C -2.560726 -1.582131 -0.429132 0.416 -2.317 1.331 -0.260
H -3.292556 0.505126 -1.774693 -0.185 -0.173 0.018 0.107
C -0.894071 -4.929903 -0.043162 1.360 0.140 -0.016 -0.220
N 3.015081 -3.232959 -2.881820 -1.964 0.990 0.500 -0.054
C -3.381582 2.697955 4.771884 0.088 0.041 -0.480 0.016
O -1.438055 1.841553 5.825134 0.043 0.064 -0.053 0.099
H -1.215857 -3.863478 1.780511 0.079 0.097 -0.200 0.130
C -0.036770 -0.521705 3.831616 0.750 -0.208 -0.093 -0.072
C -3.564342 3.208705 -1.029297 0.499 -0.266 0.563 -0.128
H -2.478407 2.260677 -2.743264 -0.032 0.126 0.155 0.075
H 5.446164 4.580610 -5.300950 -0.035 -0.013 -0.234 0.092
H -1.600389 1.271840 -0.046676 -0.146 -0.070 0.064 0.120
H 5.838056 1.273606 -2.891425 -0.231 -0.047 -0.156 0.107
C 2.186988 -3.380720 -1.753460 -0.210 -0.412 0.651 -0.985
C -1.894249 -0.786359 0.735181 -0.883 2.288 -0.551 -0.133
H 0.237552 -4.244479 -7.319748 0.148 0.015 0.106 0.113
C -4.268593 0.088243 -1.489046 0.645 0.053 -0.359 -0.154
H -2.866211 -0.753643 2.880422 0.156 -0.169 -0.089 0.167
C 0.667105 -5.109969 -0.029431 -0.544 -0.299 0.394 -0.485
C 2.127943 -4.395833 -6.279316 -0.287 -0.291 -1.075 -0.066
C -4.759958 2.327778 -1.381180 -1.321 0.928 -1.581 -0.433
O -4.986769 1.094692 -0.744232 0.839 0.477 -0.058 -0.043
C 3.728286 -1.977391 -2.904408 0.841 0.305 -0.029 -0.282
S 1.895871 -2.224101 -0.621579 0.327 0.048 0.027 0.753
H -2.960719 5.902119 7.068589 0.055 0.057 -0.041 0.087
H 3.727691 -0.437968 9.708122 -0.083 -0.007 0.031 0.086
H -4.610412 -1.099806 0.250144 0.328 0.003 -0.068 0.134
C 2.285698 -1.377258 8.418859 0.149 -0.146 0.273 -0.232
C -2.647440 -1.293263 1.963270 1.254 -0.557 -1.310 0.084
C 3.452577 3.930896 -5.607758 0.389 0.308 -0.277 -0.532
H -2.072996 -1.184818 -5.467229 -0.203 -0.187 -0.099 0.073
H -0.362333 -2.942801 0.549890 -0.316 0.075 -0.047 0.042
H -3.877057 4.255478 -1.058549 -0.368 -0.324 -0.017 0.121
S 1.425868 -4.997740 -1.661417 0.614 0.170 -0.264 0.970
H -3.602985 6.723862 5.635231 0.019 -0.004 0.000 0.084
H 3.457322 -2.979293 6.805985 0.136 0.073 0.156 0.071
H -4.094614 5.068625 6.021575 -0.025 0.041 -0.081 0.068
H 6.317479 -0.526578 -1.272109 -0.118 0.061 -0.135 0.112
H -0.822235 -3.043820 -5.518377 0.195 0.138 0.303 0.090
H 4.348604 -1.855816 8.883020 -0.036 -0.084 0.021 0.068
H -0.808109 -0.913125 0.687798 -0.198 -0.515 0.670 0.133
H -3.244679 -3.722907 -0.101340 -0.284 0.272 0.411 0.168
H -2.342911 5.125039 4.159028 -0.036 -0.084 0.028 0.111
H 4.318400 5.461331 -4.302863 -0.116 0.154 -0.100 0.070
H 4.936879 -2.052698 6.458903 -0.011 0.000 0.024 0.098
H 3.875527 -2.608883 5.151645 0.148 0.173 -0.045 0.088
C -2.074348 0.760624 0.796268 -0.502 -0.726 0.835 -0.150
H 2.625290 4.953492 -3.285923 0.051 0.013 -0.068 0.113
H -3.372580 1.791830 4.169671 0.033 -0.082 0.161 0.068
C 1.841261 4.903408 -4.043495 -0.021 0.313 0.031 -0.239
```
Positions in Å, forces in eV/Å.

Summary:
HOMO level ... -10.40 eV
Total charge ... +1
Max |F| ... 2.70 eV/A
Frontier orbital gap ... 6.8 eV
2S+1 ... 1


[2]
Here is C44H70BGeKN3O5S2Si3 as an isolated structure in a non-equilibrium geometry from the Open Molecules 2025 dataset. Energies are from ωB97M-V/def2-TZVPD.

Geometry as XYZ:
```
130
Properties=species:S:1:pos:R:3:forces:R:3:lowdin_spin:R:1
C 3.166329 1.881241 -1.442352 -0.089 0.385 -0.125 0.014
C -3.889623 2.705899 0.940960 0.134 -0.212 0.021 0.000
N 3.335862 0.518838 -1.055990 -0.040 0.132 0.186 0.084
C 2.762960 -3.663549 1.052135 0.086 0.013 0.020 0.000
H 1.023400 -6.460173 0.188383 0.012 -0.005 -0.011 0.000
C -5.913968 -2.810073 0.158759 0.192 0.167 0.006 0.000
C 0.306767 0.632700 6.915173 -0.244 -0.281 0.195 0.000
H -6.710831 0.598036 -2.164820 -0.011 -0.024 -0.001 0.000
C 0.222280 0.444764 4.138017 0.138 0.227 -0.061 0.001
C 2.123219 3.530344 -2.842211 0.030 0.063 0.008 0.000
C -0.003531 1.348829 -3.023805 0.142 -0.087 -0.143 0.003
C 4.403160 -1.438219 -0.877528 0.062 0.114 -0.049 0.015
H 0.315219 -1.935444 -3.835606 -0.037 0.000 -0.006 0.000
C -0.486484 -0.326375 6.288986 0.691 0.784 -0.583 0.000
N -1.248668 -1.237293 7.109707 -0.459 -0.517 0.479 0.000
C 2.532568 -3.612645 -3.690823 -0.010 0.085 0.080 0.000
Si -4.260440 0.099957 -2.503030 -0.056 0.109 -0.446 0.000
C -3.957014 0.415688 2.945427 0.171 -0.042 -0.131 0.000
B 2.407702 -0.393119 -0.475948 0.460 -0.275 0.037 0.587
C -0.541079 -0.419417 4.902602 -0.248 -0.297 0.228 0.000
H -3.590893 -4.291428 1.844108 -0.053 -0.016 -0.057 0.000
C -6.145342 -0.050388 -2.839164 0.150 -0.087 0.283 0.000
H 1.685275 2.238925 6.620894 -0.025 0.014 0.009 0.000
H 5.117181 -2.000642 1.426994 0.021 0.008 0.025 0.000
O 1.184600 0.923793 2.037830 1.190 -0.022 1.286 0.035
H 3.444338 -3.990584 3.009732 -0.024 -0.031 -0.058 0.000
H -4.513953 -0.466947 3.271083 -0.018 -0.013 -0.026 0.000
H 4.229761 5.000275 -0.673193 -0.050 0.020 0.022 0.000
C 1.846727 -2.814111 -2.577387 -0.121 -0.141 -0.091 0.005
H -4.321387 3.326541 1.731793 -0.046 -0.026 0.024 0.000
C 1.836886 1.136496 -4.722669 0.034 -0.037 0.119 0.001
N 3.122850 -1.629050 -0.344227 0.076 -0.135 0.303 0.084
H 2.939373 -1.064630 2.338319 -0.021 0.115 -0.063 0.003
H -1.809638 4.592209 -1.660288 -0.007 0.010 0.019 0.000
H 6.616017 2.533873 -0.829622 0.027 0.018 -0.004 0.000
H -3.832979 -4.923072 -0.857213 -0.035 0.011 0.058 0.000
H -2.267981 -3.113163 1.742613 0.001 0.005 0.017 0.000
Ge -3.102005 -0.407941 -0.446220 -0.319 -0.162 -0.297 0.002
C 2.619154 -2.953045 -0.149966 -0.254 -0.263 -0.188 0.016
H -6.336208 -2.174899 0.940291 -0.015 -0.007 -0.008 0.000
H -0.575512 0.597897 -3.571869 -0.091 0.003 0.084 0.000
H 1.333258 0.307022 -5.224918 -0.006 0.002 -0.018 0.000
Si -4.012691 -2.572156 0.036788 -0.276 -0.469 0.044 0.000
C 3.888204 2.889944 -0.790408 -0.007 -0.148 0.116 -0.001
S 1.428479 6.950273 -0.208115 0.130 0.260 0.043 0.000
C -2.068662 5.514110 -1.136633 -0.062 -0.125 0.024 0.000
H -0.092904 -1.959652 -2.109158 -0.099 0.010 -0.043 0.004
H -1.167921 -1.162424 4.427373 -0.004 0.059 -0.063 0.000
H -6.490878 -1.074806 -2.676096 -0.019 0.010 0.003 0.000
H 4.238381 4.378973 1.496926 -0.026 0.027 0.037 0.000
H 2.671194 5.571438 -2.469927 -0.032 -0.016 0.029 0.000
C 6.245917 3.027174 0.072199 -0.111 -0.131 0.053 0.000
H -6.396217 0.231321 -3.866691 0.095 0.022 -0.035 0.000
H -0.299764 2.338353 -3.376204 -0.063 -0.006 0.020 0.000
H -4.545317 2.599652 -2.519247 0.014 0.011 0.021 0.000
H 0.864957 -5.239236 -1.949761 -0.012 0.031 -0.009 0.000
C 2.826648 4.534497 -2.206060 0.081 -0.052 -0.118 -0.001
H 2.267897 -5.477751 2.064798 0.001 0.028 0.018 0.000
H 4.926577 3.080202 2.494374 -0.007 0.012 0.020 0.000
H 5.481245 -2.713025 2.999529 0.020 0.012 -0.002 0.000
C 0.380617 -2.522712 -2.916477 0.189 0.045 0.077 0.005
H 1.509630 2.065052 -5.194078 0.004 0.011 -0.021 0.000
O -0.932431 6.350620 -0.967026 0.074 -0.092 -0.009 0.000
O -0.742678 -0.182695 2.050111 -0.175 -0.623 1.070 0.005
C 0.213552 0.380417 2.616166 0.139 -0.413 0.500 0.005
H -2.459634 -3.946644 -1.402110 0.001 -0.002 -0.020 0.000
C 1.496589 1.136757 -3.228333 -0.102 0.164 -0.085 0.011
S 0.169986 4.277784 0.246692 0.025 -0.213 0.139 0.001
C 3.495279 -3.169258 2.288132 0.068 0.185 -0.096 0.000
H -4.037190 2.048219 -4.120492 -0.046 -0.068 -0.023 0.000
K -0.140730 1.183823 0.224859 -1.048 1.000 -1.993 0.067
C 2.803091 -1.969225 2.924364 -0.114 0.005 0.082 0.002
H 4.806236 1.527164 0.581408 -0.015 -0.040 -0.032 0.000
H -2.861295 2.169850 -2.802720 -0.007 0.022 -0.013 0.000
C 4.279121 3.298709 1.640634 0.022 -0.162 -0.073 0.000
H 1.758135 0.158326 -2.823903 -0.002 0.033 -0.044 0.012
C -3.538784 -3.935305 -1.224825 0.120 0.274 0.018 0.000
H -3.841041 -2.012727 -3.801177 0.022 -0.009 -0.004 0.000
H 5.388964 0.331227 -1.715159 -0.004 0.036 0.012 0.003
H 6.297889 4.105482 -0.086311 0.037 0.016 -0.005 0.000
H -4.033925 -3.772703 -2.185884 0.018 0.013 -0.011 0.000
H -3.774745 -2.671166 2.533578 0.019 0.013 0.008 0.000
C 1.395607 -4.797966 -1.114499 -0.006 -0.079 0.042 0.000
C 1.024819 1.396048 4.758989 -0.023 -0.070 0.067 0.000
C -6.276239 0.917749 1.117947 0.197 -0.117 -0.152 0.000
C 0.167189 5.852658 -0.331311 -0.195 0.210 -0.133 0.000
H -4.190757 1.236275 3.630913 -0.086 0.033 -0.050 0.000
C 2.278973 2.197923 -2.479531 0.136 -0.244 -0.026 0.003
H 6.906488 2.767734 0.903172 0.021 0.035 -0.001 0.000
H -6.658451 1.196362 0.132437 0.008 -0.017 0.001 0.000
H 5.111881 -2.248012 -0.935393 0.013 0.021 0.016 0.003
C -3.891989 1.898353 -3.046421 0.068 -0.110 0.222 0.000
C 1.489853 -5.488981 0.078259 -0.008 0.001 -0.034 0.000
H -2.803841 2.835102 0.977519 -0.006 0.097 -0.032 0.000
H 1.614623 2.049017 4.129473 0.001 -0.007 -0.023 0.000
C 2.181894 -4.926937 1.135289 0.000 -0.026 -0.008 0.000
H -6.172082 -3.848243 0.393452 0.070 -0.036 -0.002 0.000
H -0.258672 1.281020 -1.969722 -0.191 0.008 -0.611 0.002
Si -4.356278 0.869514 1.143887 -0.429 0.381 0.199 0.001
H -6.402363 -2.543045 -0.781862 0.000 0.021 0.009 0.000
H -2.510116 5.244590 -0.175626 0.034 -0.023 -0.014 0.000
H -4.234110 3.093656 -0.021538 0.020 -0.017 -0.027 0.000
H -6.695306 -0.057932 1.372982 -0.028 0.014 -0.022 0.000
O -1.195178 -1.114834 8.325085 0.141 0.181 0.078 0.000
H -0.181449 -3.447396 -3.061579 -0.046 0.008 0.004 0.000
C 4.537337 -0.156790 -1.270157 -0.042 -0.233 -0.174 0.016
H 3.194369 -1.789770 3.929007 0.016 0.025 -0.012 0.000
H -2.892214 0.192113 3.035016 0.020 -0.020 0.029 0.000
C -3.497893 -0.978254 -3.892777 0.008 0.004 0.221 0.000
H 2.913236 1.039198 -4.878637 -0.003 -0.018 -0.016 0.000
H 2.363802 -1.858178 -2.503019 0.027 -0.056 0.006 0.005
C 1.061281 1.494380 6.143584 0.020 0.011 -0.091 0.000
H 2.038578 -4.573618 -3.848626 0.001 -0.013 -0.028 0.000
C 4.807493 2.598075 0.382751 -0.042 0.223 0.029 0.000
H -3.756534 -0.623523 -4.895148 -0.058 0.062 0.012 0.000
H 1.423080 3.788432 -3.627929 -0.012 -0.002 -0.001 0.000
H 1.729964 -2.148896 3.003589 -0.033 0.047 0.048 0.000
H -2.407973 -0.990968 -3.804379 0.004 -0.015 -0.012 0.000
H -6.654193 1.646823 1.842078 0.069 0.022 0.044 0.000
H 0.310533 0.675533 7.993664 0.043 0.034 0.023 0.000
H 5.463507 -3.736017 1.553751 0.035 0.027 -0.010 0.000
H -2.782981 6.087799 -1.727391 0.070 0.073 0.016 0.000
H 3.269544 2.949585 1.861750 -0.022 0.041 0.034 0.000
H 3.577184 -3.802879 -3.436177 0.009 -0.024 -0.036 0.000
H 2.503537 -3.053434 -4.628533 -0.017 -0.018 -0.013 0.000
C 1.963868 -3.538015 -1.247376 0.016 0.237 -0.027 0.003
C 3.706586 4.206872 -1.191427 0.049 -0.062 -0.019 0.001
C 4.980838 -2.886814 2.044112 -0.083 -0.072 0.058 0.000
O -1.912867 -2.095718 6.567656 -0.025 -0.063 -0.272 0.000
C -3.353683 -3.233530 1.696554 0.070 0.194 -0.092 0.000
```
Positions in Å, forces in eV/Å.

Summary:
HOMO level (alpha / beta) ... -1.87 / -1.87 eV
Total charge ... -2
Max |F| ... 2.46 eV/A
Frontier orbital gap (alpha / beta) ... 5.2 / 5.2 eV
2S+1 ... 2


Calculated total energy? In order: -3375.95455, -6625.78214 hartree.
ΔE to the lowest compared entry with this formula, charge and spin? In order: 0.000, 1.011 eV.